# 1
{"formula": "C32H46CoN2O3P2S2", "method": "ωB97M-V/def2-TZVPD", "e_tot_ev": -120929.8820, "s2": 1.06, "fmax_ha_per_bohr": 0.0020, "charge": -2, "homo_ev": [-0.84, -0.98], "multiplicity": 2, "lumo_energy_ev": [4.26, 4.26], "elements": ["Co", "O", "N", "C", "C", "C", "C", "C", "S", "H", "H", "H", "H", "O", "C", "O", "C", "C", "C", "C", "C", "C", "S", "H", "H", "H", "H", "C", "P", "C", "C", "C", "C", "C", "C", "C", "H", "H", "H", "H", "H", "H", "H", "H", "H", "H", "H", "C", "C", "C", "C", "P", "N", "C", "C", "C", "C", "C", "C", "C", "C", "H", "H", "H", "H", "H", "H", "H", "H", "H", "H", "H", "H", "H", "H", "H", "H", "H", "H", "H", "H", "H", "H", "H", "H", "H", "H", "H"], "xyz": [[-0.040, -0.677, 0.447], [1.033, 0.686, 1.420], [0.386, 1.722, 1.925], [1.031, 2.422, 2.880], [0.498, 3.549, 3.445], [-0.761, 3.973, 3.005], [-1.412, 3.249, 2.042], [-0.860, 2.079, 1.468], [-1.627, 1.140, 0.293], [1.990, 1.999, 3.139], [1.051, 4.075, 4.211], [-1.222, 4.859, 3.424], [-2.388, 3.541, 1.682], [-2.426, -3.264, -1.669], [-2.064, -2.575, -0.704], [-1.080, -1.771, -0.767], [-2.893, -2.704, 0.586], [-4.152, -3.282, 0.386], [-5.058, -3.496, 1.407], [-4.692, -3.134, 2.702], [-3.456, -2.570, 2.928], [-2.517, -2.326, 1.898], [-1.001, -1.625, 2.411], [-4.385, -3.568, -0.631], [-6.026, -3.940, 1.202], [-5.373, -3.289, 3.535], [-3.165, -2.283, 3.932], [2.449, 1.524, -1.610], [0.891, 2.303, -2.199], [0.089, 0.857, -2.991], [1.560, 3.185, -3.676], [1.117, 2.973, -4.982], [1.614, 3.722, -6.043], [2.573, 4.699, -5.825], [3.026, 4.925, -4.530], [2.518, 4.184, -3.476], [3.060, 2.258, -1.081], [3.022, 1.101, -2.438], [2.184, 0.720, -0.912], [0.737, 0.377, -3.730], [-0.849, 1.155, -3.463], [-0.162, 0.124, -2.220], [0.377, 2.208, -5.177], [1.252, 3.533, -7.047], [2.964, 5.279, -6.653], [3.775, 5.686, -4.343], [2.869, 4.382, -2.468], [4.091, -1.272, 1.655], [4.331, -2.152, 0.418], [4.979, -1.221, -0.615], [5.331, -3.261, 0.758], [2.587, -2.661, -0.224], [1.628, -1.490, -0.136], [2.097, -4.209, 0.787], [2.253, -3.872, 2.277], [2.854, -5.510, 0.504], [0.593, -4.445, 0.583], [2.806, -3.237, -2.040], [4.030, -4.085, -2.394], [1.532, -3.998, -2.439], [2.792, -1.975, -2.913], [5.021, -0.742, 1.899], [3.795, -1.842, 2.533], [3.300, -0.548, 1.446], [5.854, -0.743, -0.156], [4.282, -0.438, -0.915], [5.325, -1.746, -1.504], [6.284, -2.804, 1.055], [5.532, -3.916, -0.089], [4.997, -3.879, 1.592], [3.295, -3.813, 2.594], [1.776, -4.665, 2.862], [1.739, -2.939, 2.515], [3.935, -5.415, 0.626], [2.655, -5.893, -0.496], [2.507, -6.272, 1.214], [0.047, -3.514, 0.712], [0.240, -5.146, 1.348], [0.346, -4.862, -0.390], [4.096, -4.996, -1.798], [4.965, -3.537, -2.278], [3.960, -4.387, -3.448], [1.498, -5.005, -2.027], [1.511, -4.095, -3.531], [0.634, -3.458, -2.130], [3.705, -1.387, -2.841], [1.953, -1.348, -2.614], [2.666, -2.272, -3.962]], "forces_ev_per_angstrom": [[-0.064, -0.067, 0.010], [0.019, 0.022, 0.003], [-0.016, -0.005, -0.004], [-0.008, 0.002, 0.003], [0.002, 0.002, -0.004], [-0.001, -0.004, 0.002], [0.004, 0.008, -0.002], [0.026, -0.017, 0.002], [0.010, -0.001, -0.016], [0.000, -0.004, -0.002], [0.002, -0.001, 0.000], [-0.002, -0.001, 0.000], [-0.001, -0.002, -0.001], [0.006, -0.006, 0.023], [-0.012, 0.021, 0.086], [0.023, -0.071, -0.065], [0.020, 0.012, 0.004], [0.010, 0.017, -0.016], [0.017, 0.011, 0.038], [-0.013, -0.015, -0.045], [0.004, 0.002, -0.011], [-0.029, -0.012, -0.032], [0.016, 0.005, 0.043], [-0.006, -0.008, 0.001], [-0.002, 0.001, 0.002], [-0.001, -0.001, -0.002], [-0.002, 0.000, 0.000], [-0.013, -0.029, 0.012], [-0.021, 0.006, -0.008], [-0.003, 0.000, 0.007], [0.002, 0.004, 0.007], [0.000, 0.001, 0.002], [-0.004, 0.001, 0.001], [0.006, -0.002, 0.000], [-0.003, 0.003, 0.000], [0.000, -0.006, -0.002], [-0.003, -0.004, 0.001], [0.006, -0.011, -0.010], [0.006, 0.005, -0.001], [-0.001, 0.003, -0.004], [-0.001, 0.007, 0.003], [0.032, 0.020, 0.004], [0.001, -0.004, -0.002], [-0.001, -0.002, 0.000], [0.000, 0.000, 0.000], [0.000, 0.000, 0.001], [0.004, 0.001, 0.000], [0.002, 0.016, -0.003], [0.002, 0.016, -0.027], [0.013, -0.005, 0.011], [0.019, 0.042, 0.023], [-0.055, -0.056, 0.012], [0.058, 0.079, 0.005], [0.010, 0.034, -0.004], [-0.015, 0.029, 0.013], [0.048, -0.006, 0.009], [0.023, -0.060, -0.029], [-0.016, -0.022, 0.008], [-0.011, -0.022, 0.010], [0.019, 0.008, -0.013], [0.014, 0.030, -0.007], [0.011, -0.002, 0.000], [-0.011, 0.005, -0.003], [0.002, -0.016, 0.008], [0.003, 0.006, -0.003], [0.004, -0.002, 0.012], [-0.010, 0.017, 0.000], [0.004, 0.007, -0.003], [0.009, -0.010, -0.036], [0.043, 0.043, -0.040], [-0.054, -0.001, 0.008], [-0.009, -0.008, -0.002], [0.009, 0.008, 0.004], [-0.093, -0.037, -0.021], [-0.021, -0.015, -0.051], [-0.005, -0.004, 0.002], [-0.043, 0.053, 0.011], [0.013, -0.018, 0.003], [-0.013, 0.025, 0.046], [0.004, -0.003, -0.003], [0.000, -0.015, 0.004], [0.000, -0.001, 0.003], [0.017, -0.032, 0.013], [0.005, 0.002, 0.005], [-0.004, 0.007, -0.005], [0.017, 0.009, 0.008], [-0.002, 0.013, 0.004], [0.006, 0.002, 0.005]], "lowdin_spin": [0.899, -0.002, -0.003, -0.001, 0.000, -0.001, 0.002, 0.002, 0.028, 0.000, 0.000, 0.000, 0.001, -0.001, 0.000, -0.002, 0.000, 0.000, 0.000, 0.000, 0.003, 0.006, 0.048, 0.000, 0.000, 0.000, 0.002, 0.000, 0.001, 0.002, 0.000, 0.000, 0.000, 0.000, 0.000, 0.000, 0.000, 0.000, 0.001, 0.000, 0.000, 0.002, 0.000, 0.000, 0.000, 0.000, 0.000, 0.000, -0.002, 0.001, -0.001, 0.008, -0.001, 0.004, 0.000, 0.001, -0.001, 0.003, 0.000, 0.000, 0.001, 0.000, 0.000, 0.000, 0.000, 0.000, 0.000, 0.000, 0.000, 0.000, 0.000, 0.000, 0.000, 0.000, 0.000, 0.000, 0.000, 0.000, 0.000, 0.000, 0.000, 0.000, 0.000, 0.000, 0.000, 0.000, 0.000, 0.000]}

***

# 2
{"formula": "C3H5ClS", "method": "ωB97M-V/def2-TZVPD", "e_tot_ev": -26545.8030, "fmax_ha_per_bohr": 0.0819, "charge": 0, "homo_ev": [-8.65, -8.61], "multiplicity": 1, "lumo_energy_ev": [-1.16, -1.27], "elements": ["C", "C", "C", "S", "Cl", "H", "H", "H", "H", "H"], "xyz": [[-0.855, 0.332, -0.700], [-0.914, 0.321, 0.761], [0.427, 0.377, 0.056], [1.390, -2.154, -0.128], [1.796, 1.308, 0.022], [-1.112, -0.543, -1.261], [-1.013, 1.226, -1.177], [-1.134, 1.200, 1.258], [-1.134, -0.618, 1.180], [2.550, -1.449, -0.010]], "forces_ev_per_angstrom": [[1.528, -0.861, -0.590], [2.204, -0.509, -0.188], [-1.100, -4.059, -0.243], [-0.366, 2.780, 0.323], [0.058, 0.620, 0.096], [0.010, -0.253, -0.123], [-0.806, 2.061, -1.237], [-0.834, 1.484, 1.143], [-0.303, -0.730, 0.881], [-0.391, -0.532, -0.062]], "mulliken_charge": [-0.451, -0.383, 0.186, -0.302, -0.091, 0.180, 0.277, 0.286, 0.198, 0.101]}

***

So what do the calculations give for ΔE to the lowest compared entry with this formula, charge and spin? Going down the list: 0.0000; 3.1688 eV.